ORCA calculation (ωB97M-V/def2-TZVPD) on a cluster of 2 separate species, C4H6N3 in total.

Each line ends with the Mulliken charge.
Geometry (Å):
N1 -1.743 0.101 0.004  -0.3934
N2 1.772 0.175 -0.226  0.0008
N3 -1.200 -2.210 0.245  -0.3275
C1 -1.622 -1.100 0.197  0.3672
C2 -0.220 1.425 -0.069  -0.4154
C3 0.917 0.887 0.471  -0.1698
C4 2.570 -0.431 -0.800  -0.0209
H1 -1.225 -2.962 0.899  0.3071
H2 -0.319 1.514 -1.139  0.2822
H3 3.298 -0.990 -1.320  0.4766
H4 -2.576 0.553 -0.329  0.2645
H5 1.126 0.919 1.531  0.3602
H6 -0.777 2.119 0.538  0.2683

The largest force on an atom comes out at 3.7 eV Å⁻¹. The LUMO energy comes out at -0.158 Eh. The HOMO energy is -13.123 eV. For the relative energy (zero: lowest compared OMol25 entry of this formula, charge and spin), the calculation gives 79.6 kcal per mole. As for the net charge: +1.

ORCA calculation (ωB97M-V/def2-TZVPD) on the ion C4H6N3 with charge +1.

Each line ends with the Mulliken charge.
Geometry (Å):
N1 -0.234 -1.970 2.479  -0.2114
N2 -2.213 -1.912 -1.154  -0.2390
N3 -0.537 -0.708 0.232  0.1793
C1 -1.455 -1.385 -0.483  0.3396
C2 -0.398 -1.388 1.515  0.2872
C3 -1.010 0.742 0.409  -0.6780
C4 0.857 -0.868 -0.305  -0.8717
H1 -1.466 0.894 1.483  0.3150
H2 1.484 -0.266 0.437  0.4086
H3 -1.536 0.903 -0.535  0.3599
H4 1.371 -0.460 -1.175  0.3538
H5 -0.108 1.329 0.439  0.3703
H6 1.210 -1.903 -0.406  0.3866

The largest force on an atom comes out at 4.6 eV Å⁻¹. The LUMO energy comes out at -0.162 Eh. The HOMO energy is -18.006 eV. For the relative energy (zero: lowest compared OMol25 entry of this formula, charge and spin), the calculation gives 125.8 kcal per mole. As for the net charge: +1.

ORCA calculation (ωB97M-V/def2-TZVPD) on the ion C4H6N3 with charge +1.

Each line ends with the Mulliken charge.
Geometry (Å):
N1 1.940 0.482 0.369  -0.3185
N2 -0.200 1.311 -0.381  -0.0576
N3 1.478 -1.281 -0.390  -0.3181
C1 1.130 1.379 0.129  0.0046
C2 0.324 -1.625 -0.200  0.1126
C3 -1.030 0.320 -0.252  0.0531
C4 -0.764 -0.849 0.576  -0.7198
H1 0.017 -2.574 -0.635  0.4183
H2 -0.471 2.113 -0.950  0.3415
H3 -0.284 -0.590 1.528  0.3140
H4 -1.659 -1.448 0.732  0.3359
H5 -1.944 0.358 -0.837  0.4301
H6 1.464 2.405 0.313  0.4039

The largest force on an atom comes out at 4.4 eV Å⁻¹. The LUMO energy (alpha / beta) comes out at -0.220 / -0.220 Eh. The HOMO energy (alpha / beta) is -14.468 / -14.465 eV. For the relative energy (zero: lowest compared OMol25 entry of this formula, charge and spin), the calculation gives 95.6 kcal per mole. As for the net charge: +1.

ORCA calculation (ωB97M-V/def2-TZVPD) on a cluster of 2 separate species, C4H6N3O2 in total.

Each line ends with the Mulliken charge.
Geometry (Å):
O1 -0.385 3.081 -0.281  -0.5021
O2 -1.572 1.700 -1.555  -0.5141
N1 0.447 0.077 -0.189  -0.0164
N2 -1.634 -0.216 0.747  -0.5082
N3 -0.693 0.663 0.633  -0.3657
C1 -0.937 2.156 -0.700  0.7359
C2 -1.323 -1.327 0.161  -0.2444
C3 1.654 0.162 0.561  -1.1510
C4 0.014 -1.315 -0.435  -0.4833
H1 1.624 0.058 1.632  0.4015
H2 0.723 -1.980 0.027  0.3377
H3 1.893 1.203 0.582  0.3249
H4 -0.101 -1.552 -1.475  0.1939
H5 -2.072 -2.191 0.040  0.3334
H6 2.362 -0.518 0.251  0.4581

The largest force on an atom comes out at 3.6 eV Å⁻¹. The LUMO energy comes out at 0.150 Eh. The HOMO energy is -2.441 eV. For the relative energy (zero: lowest compared OMol25 entry of this formula, charge and spin), the calculation gives 67.4 kcal per mole. As for the net charge: -1.

ORCA calculation (ωB97M-V/def2-TZVPD) on an isolated molecule of C4H6N4.

Each line ends with the Mulliken charge.
Geometry (Å):
N1 0.202 -0.493 0.025  0.0388
N2 0.499 0.379 2.232  -0.6351
N3 -0.243 1.835 0.359  -0.4409
N4 -0.353 -0.836 -2.215  -0.7355
C1 0.201 -1.882 0.461  -0.9827
C2 -0.179 -0.014 -1.126  0.5362
C3 -0.372 1.570 -0.890  -0.0168
C4 0.261 0.543 0.978  0.4521
H1 -0.237 -2.840 -0.039  0.3001
H2 -0.946 2.128 -1.675  0.3461
H3 1.222 -2.537 0.509  0.2357
H4 0.824 -0.484 2.461  0.2804
H5 -0.520 -1.929 -2.007  0.2580
H6 -0.548 -1.837 1.408  0.3635

The largest force on an atom comes out at 6.9 eV Å⁻¹. The LUMO energy comes out at -0.021 Eh. The HOMO energy is -9.104 eV. For the relative energy (zero: lowest compared OMol25 entry of this formula, charge and spin), the calculation gives 92.1 kcal per mole. As for the net charge: 0.

ORCA calculation (ωB97M-V/def2-TZVPD) on an isolated molecule of C4H6N4.

Each line ends with the Mulliken charge.
Geometry (Å):
N1 2.770 -0.386 -0.128  -0.5669
N2 -0.699 0.850 -0.487  -0.2702
N3 0.670 1.164 0.212  -0.2767
N4 0.472 -1.141 0.321  -0.4981
C1 1.504 -0.029 0.108  0.3985
C2 -1.915 0.554 0.337  -0.5198
C3 -0.498 -0.601 -0.141  0.4326
C4 -1.992 -0.767 -0.158  -0.2983
H1 -2.344 -1.801 0.214  0.3106
H2 -1.816 0.913 1.349  0.3250
H3 -2.844 0.919 -0.026  0.2381
H4 3.471 0.549 -0.334  0.2543
H5 -2.455 -0.833 -1.201  0.2122
H6 0.902 1.900 -0.308  0.2588

The largest force on an atom comes out at 7.9 eV Å⁻¹. The LUMO energy comes out at 0.031 Eh. The HOMO energy is -9.549 eV. For the relative energy (zero: lowest compared OMol25 entry of this formula, charge and spin), the calculation gives 136.3 kcal per mole. As for the net charge: 0.

ORCA calculation (ωB97M-V/def2-TZVPD) on an isolated molecule of C4H6N4.

Each line ends with the Mulliken charge.
Geometry (Å):
N1 1.382 -2.337 1.073  -0.5947
N2 -0.210 -0.511 -2.900  -0.5660
N3 0.510 0.856 1.624  -0.6215
N4 -1.463 1.338 -0.393  -0.6548
C1 0.306 -0.051 0.614  0.2922
C2 0.723 -1.321 0.848  0.1146
C3 -0.426 0.318 -0.558  -0.0482
C4 -0.194 -0.123 -1.773  0.3977
H1 -2.241 0.957 -0.899  0.2804
H2 1.305 0.759 2.343  0.2660
H3 0.403 0.178 -3.472  0.2884
H4 0.690 1.793 1.244  0.2598
H5 -1.737 1.148 0.553  0.3155
H6 0.953 -3.003 1.697  0.2706

The largest force on an atom comes out at 4.8 eV Å⁻¹. The LUMO energy comes out at 0.029 Eh. The HOMO energy is -7.216 eV. For the relative energy (zero: lowest compared OMol25 entry of this formula, charge and spin), the calculation gives 91.6 kcal per mole. As for the net charge: 0.

ORCA calculation (ωB97M-V/def2-TZVPD) on a structure of composition C4H6N4.

Each line ends with the Mulliken charge.
Geometry (Å):
N1 2.586 -0.147 -0.193  -0.6593
N2 0.482 -1.172 -0.228  -0.4983
N3 -1.407 1.912 -0.331  -0.5757
N4 0.672 1.108 0.780  -0.4402
C1 -0.734 0.876 -0.009  0.3404
C2 -0.850 -0.747 -0.058  0.4339
C3 -2.033 -1.484 0.176  -0.8942
C4 1.372 -0.088 0.160  0.4810
H1 -2.063 -2.503 -0.474  0.1947
H2 2.949 -0.996 -1.000  0.2993
H3 -2.326 1.658 -0.656  0.2645
H4 0.955 2.138 -0.700  0.3351
H5 -3.070 -1.321 0.469  0.3386
H6 0.697 -2.223 0.556  0.3803

The largest force on an atom comes out at 7.2 eV Å⁻¹. The LUMO energy comes out at -0.052 Eh. The HOMO energy is -8.952 eV. For the relative energy (zero: lowest compared OMol25 entry of this formula, charge and spin), the calculation gives 214.4 kcal per mole. As for the net charge: 0.

ORCA calculation (ωB97M-V/def2-TZVPD) on an isolated molecule of C4H6N4.

Each line ends with the Mulliken charge.
Geometry (Å):
N1 1.341 1.532 -0.044  -0.4276
N2 0.243 -0.446 -1.118  -0.0535
N3 1.197 -1.278 -0.573  -0.5362
N4 0.079 1.427 0.103  -0.2086
C1 -2.031 0.277 -0.115  -0.3839
C2 0.962 -1.291 0.879  -0.2457
C3 -0.485 0.482 -0.401  0.1417
C4 -3.164 -0.135 -0.035  0.0848
H1 1.729 2.332 0.561  0.2279
H2 -0.110 -1.051 -1.940  0.3232
H3 2.162 1.373 -0.801  0.2625
H4 0.108 -0.740 1.687  0.2563
H5 2.081 -1.895 1.197  0.2792
H6 -4.112 -0.588 0.600  0.2799

The largest force on an atom comes out at 9.3 eV Å⁻¹. The LUMO energy comes out at 0.024 Eh. The HOMO energy is -8.329 eV. For the relative energy (zero: lowest compared OMol25 entry of this formula, charge and spin), the calculation gives 222.4 kcal per mole. As for the net charge: 0.

Record order is preserved below.
Total energy: -319.90478 -319.83109 -319.87926 -470.71983 -374.91459 -374.84415 -374.91536 -374.71974 -374.70699 a.u.